(1)
# C11H22N2O5P

2 unconnected molecules or ions with the total composition C11H22N2O5P (ωB97M-V/def2-TZVPD, the OMol25 dataset).

Calculated values
orbital gap	6.41	eV
maximum force	8.09	eV/Å
HOMO level	-11.080	eV
LUMO level	-4.7	eV
energy	-1259.1190	a.u.
relative energy (zero: lowest compared OMol25 entry of this formula, charge and spin)	44.3	kJ/mol
charge	+1

```
41
Properties=species:S:1:pos:R:3:nbo_charge:R:1
N -0.34 1.24 0.07 -0.797
C -0.33 0.90 -1.38 -0.237
C -1.12 -0.45 -1.60 0.100
O -0.30 -1.59 -1.62 -0.697
C -2.02 -0.31 -2.91 -0.482
C -3.40 0.17 -2.43 0.311
C -4.27 -0.78 -1.90 -0.238
C -5.52 -0.35 -1.43 -0.065
C -5.83 1.04 -1.50 -0.240
C -4.92 1.90 -2.05 0.074
N -3.71 1.47 -2.51 -0.448
H -1.30 1.35 0.38 0.343
H -0.03 0.38 0.54 0.358
H 0.69 0.75 -1.75 0.216
H -0.87 1.73 -1.87 0.166
H -1.82 -0.55 -0.75 0.178
H 0.34 -1.55 -2.34 0.479
H -2.14 -1.27 -3.45 0.262
H -1.62 0.43 -3.62 0.222
H -3.94 -1.82 -1.87 0.265
H -6.20 -1.11 -1.04 0.260
H -6.78 1.42 -1.14 0.269
H -5.11 2.97 -2.15 0.252
H -3.03 2.11 -2.92 0.450
C 2.16 -1.60 1.22 -0.268
O 2.40 -0.46 2.06 -0.732
P 3.78 -0.55 3.03 2.341
O 3.13 -1.16 4.23 -1.026
O 3.92 1.06 3.14 -0.796
C 3.00 1.99 2.58 -0.239
O 5.38 -0.69 3.53 -0.679
C 6.14 -1.73 2.89 -0.271
H 1.25 -1.43 0.65 0.182
H 3.00 -1.75 0.53 0.171
H 2.04 -2.50 1.84 0.202
H 2.03 1.91 3.07 0.185
H 2.90 1.83 1.51 0.178
H 3.40 2.99 2.75 0.193
H 6.20 -1.56 1.82 0.166
H 5.68 -2.71 3.08 0.184
H 7.14 -1.72 3.31 0.209
```

---

(2)
# C11H22N4O4

2 unconnected molecules or ions with the total composition C11H22N4O4 (ωB97M-V/def2-TZVPD, the OMol25 dataset).

Calculated values
orbital gap	9.00	eV
maximum force	6.58	eV/Å
HOMO level	-9.078	eV
LUMO level	-0.1	eV
energy	-952.0559	a.u.
relative energy (zero: lowest compared OMol25 entry of this formula, charge and spin)	939.1	kJ/mol

```
41
Properties=species:S:1:pos:R:3:nbo_charge:R:1
C -1.89 -1.51 0.98 -0.159
C -0.92 -1.23 -0.19 0.707
C -3.29 -1.19 0.81 -0.448
C -3.46 0.24 0.64 -0.498
C -3.96 0.90 -0.64 0.674
C 1.27 -1.48 -1.08 -0.185
C 2.53 -1.90 -0.53 0.806
C 1.27 0.01 -1.73 -0.401
C 1.43 0.93 -0.59 -0.444
C 2.64 1.12 0.44 -0.432
C 2.71 2.44 1.13 -0.218
H -1.60 -0.58 3.06 0.389
H -1.21 -2.65 2.91 0.377
H -1.89 -2.69 0.93 0.227
H -4.06 -1.76 1.57 0.242
H -3.33 -1.61 -0.27 0.247
H -4.06 0.70 1.49 0.256
H -2.33 0.75 0.97 0.213
H -3.00 -0.19 -2.29 0.418
H -4.32 0.76 -2.64 0.393
H 0.77 -1.43 0.97 0.462
H 0.90 -2.26 -1.83 0.248
H 2.16 0.08 -2.39 0.217
H 0.49 0.03 -2.49 0.262
H 1.09 1.96 -0.73 0.228
H 0.56 0.42 0.08 0.203
H 3.84 0.77 0.21 0.213
H 2.37 0.44 1.32 0.212
H 1.84 2.66 1.82 0.202
H 3.62 2.50 1.92 0.213
H 4.19 3.95 -0.07 0.366
H 2.45 3.96 -0.81 0.369
H 4.22 -2.29 -0.90 0.476
N -1.15 -1.42 2.27 -0.883
N -3.69 0.41 -1.94 -0.846
N 0.45 -1.59 0.01 -0.657
N 3.01 3.75 0.27 -0.922
O -1.31 -0.72 -1.26 -0.657
O -4.68 1.89 -0.51 -0.608
O 2.71 -2.20 0.60 -0.569
O 3.62 -1.94 -1.49 -0.693
```

---

(3)
# C11H22NO4S4Ti

A molecular structure, C11H22NO4S4Ti (ωB97M-V/def2-TZVPD, the OMol25 dataset).

Calculated values
orbital gap (spin up / spin down)	7.96 / 8.13	eV
maximum force	1.63	eV/Å
2S+1	2
HOMO level (spin up / spin down)	-7.661 / -7.820	eV
LUMO level (spin up / spin down)	0.3 / 0.3	eV
energy	-3230.1355	a.u.

```
43
Properties=species:S:1:pos:R:3:mulliken_spin:R:1
Ti 0.18 -1.17 0.39 1.014
C -1.64 -0.12 -3.27 0.000
C -2.33 0.63 -2.14 0.000
S -1.21 1.13 -0.82 0.000
C -2.27 2.41 -0.10 0.005
C -1.55 3.21 0.98 -0.001
S -0.60 2.21 2.14 0.001
C -1.92 1.10 2.67 0.004
C -1.39 -0.02 3.55 0.000
S -0.03 -1.00 2.85 -0.021
C -2.19 -2.65 1.32 0.026
C -2.61 -1.85 0.34 -0.005
S -1.21 -1.84 -2.95 -0.002
H -0.75 0.43 -3.60 0.000
H -2.31 -0.17 -4.13 0.000
H -3.16 0.04 -1.75 0.001
H -2.75 1.55 -2.56 0.000
H -3.17 1.95 0.29 0.000
H -2.57 3.08 -0.91 0.001
H -2.29 3.82 1.50 0.000
H -0.83 3.89 0.53 0.000
H -2.39 0.66 1.79 -0.004
H -2.68 1.67 3.22 0.001
H -2.23 -0.69 3.78 -0.001
H -1.04 0.39 4.49 0.000
H -2.41 -2.47 2.36 0.000
H -1.64 -3.57 1.10 0.003
H -2.46 -2.08 -0.70 -0.002
H -3.20 -0.97 0.58 -0.001
C 0.94 -3.93 -1.13 0.012
O 0.12 -2.79 -0.87 0.005
C 0.13 -1.62 -1.76 -0.037
C 1.46 -1.43 -2.45 0.005
H 0.73 -4.31 -2.13 0.000
H 0.67 -4.68 -0.38 -0.003
H 1.99 -3.68 -1.03 0.000
H 1.70 -2.26 -3.12 -0.001
H 2.29 -1.29 -1.75 -0.003
H 1.39 -0.53 -3.06 0.000
O 2.05 -1.81 0.90 -0.007
N 2.41 -0.57 0.97 -0.001
O 3.27 -0.18 1.68 0.018
O 1.66 0.19 0.25 -0.009
```